1.
The following is a quantum chemistry calculation of a 13-piece molecular cluster, C41H65N14O3 overall, from the OMol25 dataset.

Its charge is +1. As for the calculated total energy: -2593.16449 hartree. The largest force on an atom is 0.58 eV Å⁻¹.

Cartesian coordinates (Å):
C  3.6522  -0.7753  2.5691
C  3.4424  0.4833  3.4006
O  3.2109  1.6450  2.6248
C  1.9106  1.7672  2.0845
C  1.9754  1.6584  0.5591
O  0.8493  0.9585  -0.0030
N  1.1323  -0.4016  -0.1782
C  1.9245  -0.7236  -1.4016
C  2.4020  -2.1380  -1.2187
N  1.2328  -3.0080  -1.1398
C  0.2460  -2.6799  -0.1197
C  0.5718  -3.0937  1.3536
C  1.8325  -3.9180  1.5591
C  -0.1329  -1.1968  -0.2391
C  -1.1577  -0.7669  0.7935
O  -2.1640  0.0113  0.1789
C  -3.3527  0.0004  0.9117
C  -3.6578  1.0853  1.7136
C  -4.8045  1.0548  2.4976
C  -5.6433  -0.0532  2.4677
C  -5.3509  -1.1230  1.6228
C  -4.2003  -1.1021  0.8388
H  4.2178  -0.5640  1.6622
H  4.2049  -1.5130  3.1483
H  2.7026  -1.2518  2.3104
H  2.6153  0.3175  4.0970
H  4.3322  0.6838  3.9921
H  1.5357  2.7498  2.3677
H  1.2328  1.0157  2.5014
H  2.9192  1.1841  0.2887
H  1.9706  2.6363  0.0853
H  1.6825  -0.7628  0.6150
H  2.7470  -0.0285  -1.5307
H  1.2665  -0.6628  -2.2621
H  2.9835  -2.3826  -2.1032
H  3.0937  -2.2065  -0.3754
H  1.4909  -3.9830  -1.1197
H  -0.6773  -3.1903  -0.3985
H  -0.2601  -3.6933  1.7238
H  0.6115  -2.2222  2.0161
H  2.7488  -3.4034  1.2887
H  1.9012  -4.1541  2.6168
H  1.7929  -4.8735  1.0374
H  -0.5560  -1.0457  -1.2304
H  -0.6752  -0.1956  1.5951
H  -1.5912  -1.6515  1.2595
H  -3.0106  1.9523  1.7505
H  -5.0529  1.8918  3.1367
H  -6.5286  -0.0940  3.0860
H  -6.0225  -1.9700  1.5847
H  -3.9595  -1.9292  0.1830
C  -1.6031  -4.0609  5.2226
C  -0.1710  -4.2981  5.1009
N  0.9540  -4.4946  5.0054
H  -1.8659  -3.1150  4.7517
H  -2.1530  -4.8665  4.7399
H  -1.8816  -4.0218  6.2737
C  3.8565  1.4356  -4.6332
C  3.6368  0.0402  -4.2928
N  3.4767  -1.0670  -4.0419
H  4.5902  1.8716  -3.9572
H  4.2284  1.5127  -5.6534
H  2.9187  1.9769  -4.5453
C  6.5676  -5.0147  1.4032
C  5.6533  -4.1801  0.6384
N  4.9389  -3.5219  0.0298
H  6.5121  -6.0442  1.0583
H  7.5888  -4.6591  1.2840
H  6.2998  -4.9764  2.4579
C  7.7486  -9.1703  1.9053
C  8.6034  -7.9967  2.0177
N  9.2869  -7.0799  2.1095
H  8.3065  -10.0576  2.1976
H  6.8842  -9.0645  2.5581
H  7.4116  -9.2867  0.8770
C  -1.9240  3.1593  -1.1612
C  -2.9913  3.7269  -1.9748
N  -3.8587  4.1748  -2.5763
H  -1.3768  3.9602  -0.6668
H  -2.3414  2.4977  -0.4041
H  -1.2304  2.5967  -1.7833
C  -4.6563  2.6594  -5.3681
C  -4.4738  1.6332  -6.3893
N  -4.2968  0.8245  -7.1821
H  -3.8109  2.6671  -4.6870
H  -4.7370  3.6387  -5.8347
H  -5.5617  2.4673  -4.7966
C  -1.1576  0.7065  -5.3707
C  -0.0883  1.1279  -4.4828
N  0.7266  1.4595  -3.7472
H  -1.1709  1.3312  -6.2619
H  -1.0223  -0.3316  -5.6670
H  -2.1124  0.8080  -4.8577
C  -6.3533  3.9248  0.4616
C  -5.3290  4.3633  1.3958
N  -4.5268  4.6839  2.1502
H  -6.3345  4.5310  -0.4450
H  -6.2020  2.8745  0.2159
H  -7.3286  4.0389  0.9329
C  -9.8209  1.2078  3.3203
C  -8.7419  2.1844  3.3755
N  -7.8989  2.9589  3.4265
H  -9.4705  0.2465  3.6911
H  -10.6532  1.5424  3.9361
H  -10.1627  1.0920  2.2936
C  -5.4439  7.9834  -1.6269
C  -6.1588  6.7681  -1.9885
N  -6.7155  5.8075  -2.2749
H  -5.6834  8.7806  -2.3250
H  -5.7259  8.2956  -0.6231
H  -4.3716  7.8051  -1.6526
C  -2.9184  9.2750  -5.2864
C  -3.3588  9.8743  -4.0347
N  -3.7133  10.3457  -3.0524
H  -2.9861  10.0070  -6.0886
H  -1.8863  8.9432  -5.1938
H  -3.5489  8.4214  -5.5288
C  12.3491  -5.5425  1.9379
C  13.7899  -5.7495  1.8915
N  14.9227  -5.9147  1.8549
H  12.1018  -4.5776  1.4990
H  11.8386  -6.3261  1.3841
H  12.0021  -5.5642  2.9685

---

2.
The following is a quantum chemistry calculation of a 9-piece molecular cluster, C41H66Br17FN2O5 overall, from the OMol25 dataset.

As for the SMILES: C=CCN1C(=O)c2c(COO)c(CCCCN(C)C(C)=O)c(CCCF)c(C[C@H](C)Br)c2C1=O.BrCCBr.BrCCBr.BrCCBr.BrCCBr.BrCCBr.BrCCBr.BrCCBr.BrCCBr. As for the calculated total energy: -45945.47837 hartree. The largest force on an atom is 3.78 eV Å⁻¹.

Cartesian coordinates (Å):
C  2.1960  3.4638  1.6199
C  3.4940  3.5554  1.3398
C  4.0099  2.9762  0.0489
N  5.1160  2.0604  0.3066
C  4.9143  1.2356  1.4642
O  5.3524  1.4037  2.5504
C  4.0256  0.1341  0.9213
C  3.1871  -0.6681  1.5265
C  3.1014  -0.5516  3.0409
O  3.8125  -1.6270  3.6539
O  4.9968  -1.8220  2.8982
C  2.4682  -1.5436  0.7400
C  1.4569  -2.4738  1.4546
C  0.1382  -1.7315  1.8687
C  -1.0356  -2.7581  1.8491
C  -2.3101  -2.2299  1.1833
N  -2.1415  -1.9125  -0.2234
C  -2.2721  -3.1014  -1.0692
C  -3.1686  -0.9796  -0.5781
C  -2.8369  0.0646  -1.5718
O  -4.2605  -1.0520  -0.0956
C  2.6649  -1.6161  -0.6146
C  1.8312  -2.5808  -1.4149
C  2.4233  -3.9811  -1.6354
C  3.0744  -4.6285  -0.4311
F  2.2562  -5.6496  0.0407
C  3.6163  -0.7982  -1.2137
C  4.0341  -0.7628  -2.6760
C  4.9182  -2.0274  -2.9091
C  6.4054  -1.7590  -2.6906
Br  4.6379  -2.8130  -4.6994
C  4.2334  0.0466  -0.4217
C  5.2994  1.0776  -0.7196
O  6.1595  1.0903  -1.5358
H  1.8564  3.0868  2.5737
H  1.4603  3.7710  0.8929
H  4.1626  4.0739  2.0045
H  4.3545  3.7638  -0.6190
H  3.1714  2.4892  -0.4489
H  2.0775  -0.5152  3.3805
H  3.6034  0.3690  3.3106
H  4.9250  -2.7441  2.6297
H  1.2918  -3.3271  0.8203
H  1.9909  -2.8250  2.3372
H  0.3024  -1.4117  2.8873
H  -0.0172  -0.8994  1.1953
H  -0.7108  -3.6520  1.3354
H  -1.2367  -2.9863  2.8875
H  -2.6195  -1.3505  1.7266
H  -3.0636  -3.0075  1.3045
H  -2.0829  -2.7851  -2.0909
H  -3.2654  -3.5423  -1.0039
H  -1.4902  -3.8074  -0.8251
H  -1.8587  -0.1295  -1.9838
H  -3.5500  0.0985  -2.3733
H  -2.7871  1.0227  -1.0755
H  1.7110  -2.1352  -2.3951
H  0.8477  -2.6004  -0.9727
H  3.0855  -4.0296  -2.4805
H  1.5929  -4.6246  -1.9038
H  3.2235  -3.9607  0.4082
H  4.0375  -5.0667  -0.6603
H  4.6932  0.0902  -2.7609
H  3.2332  -0.6318  -3.3843
H  4.6149  -2.7145  -2.1423
H  6.6323  -2.0326  -1.6689
H  6.6845  -0.7388  -2.8945
H  6.9542  -2.4668  -3.2956
Br  -2.2648  -2.0679  6.0161
C  -0.6626  -2.3868  7.0717
C  0.5665  -1.9025  6.3613
Br  1.1162  -3.1006  4.9369
H  -0.6381  -3.4469  7.2996
H  -0.8119  -1.8241  7.9920
H  1.4148  -1.8712  7.0429
H  0.4305  -0.9275  5.9120
Br  1.4541  -1.2936  -5.7402
C  0.9941  0.3408  -6.6858
C  1.9413  1.4476  -6.3077
Br  1.5604  2.1600  -4.5344
H  -0.0373  0.5621  -6.4585
H  1.0877  0.1077  -7.7443
H  1.8352  2.2912  -6.9867
H  2.9774  1.1248  -6.2923
Br  -7.9872  2.3795  -0.1263
C  -7.6815  1.3997  -1.7738
C  -6.2571  0.9464  -1.9520
Br  -5.0908  2.4192  -2.4747
H  -8.0164  2.0534  -2.5730
H  -8.3382  0.5352  -1.7110
H  -6.2037  0.2298  -2.7696
H  -5.8181  0.5080  -1.0600
Br  2.5615  -5.6418  -5.1941
C  1.5419  -7.2925  -5.3365
C  0.1868  -7.0542  -5.9449
Br  -1.0352  -6.2396  -4.6669
H  1.4889  -7.7176  -4.3398
H  2.1361  -7.9424  -5.9750
H  -0.2782  -7.9970  -6.2238
H  0.2215  -6.3992  -6.8086
Br  4.3189  6.5264  -6.4161
C  4.8806  5.8926  -4.6635
C  3.8879  4.9224  -4.0841
Br  2.3069  5.8338  -3.4043
H  5.0277  6.7698  -4.0429
H  5.8371  5.4025  -4.8296
H  4.3148  4.4096  -3.2256
H  3.5413  4.1901  -4.8030
Br  -2.8024  1.3455  7.4052
C  -0.9599  1.9743  7.4997
C  -0.5698  2.7476  6.2658
Br  -0.2359  1.5945  4.7315
H  -0.3407  1.1005  7.6748
H  -0.9222  2.6237  8.3711
H  0.3660  3.2772  6.4303
H  -1.3326  3.4511  5.9561
Br  -7.0056  2.5344  3.5727
C  -6.1054  2.1247  5.2430
C  -6.2576  3.2541  6.2253
Br  -5.0968  4.7522  5.7817
H  -5.0711  1.9039  5.0008
H  -6.5863  1.2255  5.6214
H  -5.9531  2.9397  7.2204
H  -7.2688  3.6443  6.2631
Br  -11.2230  4.8875  0.1946
C  -9.5506  5.8795  0.2781
C  -9.3249  6.6897  -0.9695
Br  -8.7463  5.5745  -2.4566
H  -8.7629  5.1565  0.4601
H  -9.6495  6.5322  1.1425
H  -8.5177  7.4029  -0.8193
H  -10.2144  7.2158  -1.2981